No. 1
Entry from OMol25: a molecular structure, C49H69N9S in a non-equilibrium geometry (ωB97M-V with the def2-TZVPD basis set).

Output
gap between HOMO and LUMO = 7.15 eV
LUMO = -0.89 eV
multiplicity = 1
charge = 0

Each line ends with the Mulliken charge.
Element x y z (Å)
C: -9.160 1.763 -0.675  -1.060
C: -8.740 0.751 0.480  -0.348
C: -7.729 1.350 1.529  -0.650
C: -6.219 1.373 1.047  -0.570
C: -5.340 0.185 1.627  -0.773
C: -5.855 -1.248 1.207  -0.142
C: -5.088 -2.394 2.024  -0.867
C: -4.470 -3.519 1.101  -0.718
C: -2.929 -3.285 0.772  -0.600
C: -2.523 -4.132 -0.522  -0.837
C: -1.068 -3.816 -1.041  -0.396
C: -0.923 -2.476 -1.884  -0.563
C: -2.281 -1.770 -2.261  0.159
C: -2.111 -0.331 -2.922  -0.701
C: -0.781 -0.150 -3.754  -0.691
C: -0.795 1.333 -4.301  0.349
C: -0.019 2.414 -3.744  -0.525
C: -0.142 3.817 -4.341  -0.547
C: -1.013 4.134 -5.443  -0.667
C: -1.839 3.035 -6.047  0.322
N: -2.766 3.068 -7.075  -0.634
S: -3.282 1.495 -7.229  0.143
N: -2.455 0.656 -6.043  -0.515
C: -1.694 1.656 -5.456  0.614
H: -8.505 2.673 -0.739  0.279
H: -10.225 2.102 -0.488  0.242
H: -9.207 1.190 -1.644  0.329
H: -8.372 -0.194 -0.013  0.249
H: -9.689 0.489 1.042  0.308
H: -8.017 2.379 1.885  0.300
H: -7.762 0.667 2.434  0.295
H: -5.764 2.324 1.465  0.298
H: -6.107 1.473 -0.077  0.323
H: -5.243 0.262 2.751  0.357
H: -4.313 0.308 1.169  0.193
H: -6.960 -1.273 1.451  0.189
H: -5.754 -1.446 0.105  0.290
H: -5.893 -2.891 2.649  0.366
H: -4.361 -1.966 2.774  0.408
H: -5.067 -3.533 0.148  0.284
H: -4.542 -4.488 1.677  0.374
H: -2.311 -3.685 1.632  0.383
H: -2.673 -2.199 0.652  0.333
H: -2.510 -5.209 -0.163  0.438
H: -3.331 -4.055 -1.295  0.330
H: -0.733 -4.705 -1.650  0.323
H: -0.375 -3.797 -0.146  0.066
H: -0.434 -2.759 -2.866  0.273
H: -0.222 -1.786 -1.327  0.276
H: -2.824 -2.475 -2.963  0.245
H: -2.972 -1.619 -1.377  -0.250
H: -2.974 -0.196 -3.637  0.329
H: -2.117 0.435 -2.095  0.261
H: 0.163 -0.332 -3.182  0.502
H: -0.780 -0.817 -4.668  0.292
H: 0.656 2.255 -2.870  0.352
H: 0.457 4.648 -3.880  0.597
H: -1.141 5.158 -5.879  0.332
N: -11.985 2.056 2.996  0.005
C: -10.913 2.907 3.025  -0.428
C: -10.659 3.222 4.335  -0.487
C: -11.610 2.530 5.128  -0.398
C: -12.413 1.818 4.274  -0.532
H: -12.394 1.666 2.165  0.221
H: -10.427 3.214 2.112  0.452
H: -9.876 3.877 4.685  0.399
H: -11.696 2.552 6.203  0.388
H: -13.249 1.164 4.465  0.382
N: -2.204 6.133 -0.838  0.007
C: -2.321 7.498 -0.814  -0.592
C: -1.638 7.999 -1.892  -0.786
C: -1.092 6.896 -2.598  -0.084
C: -1.460 5.759 -1.927  -0.783
H: -2.604 5.503 -0.163  0.239
H: -2.877 7.991 -0.033  0.405
H: -1.542 9.043 -2.147  0.396
H: -0.497 6.933 -3.498  0.426
H: -1.257 4.718 -2.127  0.759
N: 0.737 4.850 0.685  0.171
C: 1.493 3.765 0.338  -0.938
C: 2.621 3.769 1.117  0.254
C: 2.540 4.897 1.972  -0.632
C: 1.365 5.543 1.684  -0.297
H: -0.146 5.100 0.270  0.211
H: 1.165 3.086 -0.433  0.288
H: 3.417 3.041 1.078  0.233
H: 3.261 5.201 2.715  0.376
H: 0.923 6.433 2.101  0.378
N: 1.393 -6.528 0.020  0.027
C: 1.390 -5.749 1.147  -0.473
C: 2.693 -5.468 1.470  -0.487
C: 3.514 -6.095 0.499  -0.382
C: 2.684 -6.738 -0.383  -0.541
H: 0.575 -6.888 -0.439  0.226
H: 0.464 -5.465 1.621  0.452
H: 3.020 -4.876 2.311  0.416
H: 4.591 -6.076 0.451  0.392
H: 2.900 -7.327 -1.260  0.380
N: 5.907 1.778 1.648  0.062
C: 6.816 0.857 2.095  -1.018
C: 7.512 0.389 1.011  -0.075
C: 7.009 1.057 -0.135  -0.480
C: 6.022 1.908 0.289  -0.339
H: 5.257 2.281 2.227  0.193
H: 6.887 0.615 3.143  0.372
H: 8.297 -0.351 1.039  0.536
H: 7.333 0.927 -1.157  0.368
H: 5.392 2.594 -0.256  0.386
N: 10.785 -0.610 0.029  0.040
C: 11.542 -1.696 -0.318  -0.699
C: 12.670 -1.692 0.463  -0.507
C: 12.587 -0.563 1.319  -0.605
C: 11.413 0.083 1.030  -0.313
H: 9.904 -0.360 -0.385  0.211
H: 11.214 -2.375 -1.089  0.374
H: 13.466 -2.420 0.425  0.685
H: 13.307 -0.259 2.063  0.402
H: 10.970 0.973 1.447  0.402
N: 12.507 -5.071 1.618  0.090
C: 11.562 -6.013 1.923  -0.479
C: 12.169 -7.243 1.905  -0.425
C: 13.534 -7.034 1.583  -0.546
C: 13.713 -5.685 1.415  -0.283
H: 12.341 -4.079 1.555  0.200
H: 10.542 -5.727 2.124  0.354
H: 11.687 -8.187 2.103  0.384
H: 14.300 -7.788 1.486  0.373
H: 14.591 -5.110 1.167  0.346

---

No. 2
Entry from OMol25: a molecular structure, C49H71BGeN6O2SeY in a non-equilibrium geometry (ωB97M-V with the def2-TZVPD basis set).

Output
gap between HOMO and LUMO = 5.77 eV
LUMO = -3.10 eV
multiplicity = 1
charge = +1

Each line ends with the natural charge from an NBO analysis.
Element x y z (Å)
Y: -0.306 0.099 0.459  1.864
C: -3.787 4.358 3.958  -0.594
C: -2.744 4.667 2.877  -0.434
C: -1.765 3.548 2.713  -0.058
C: -0.546 3.400 3.306  0.061
C: 0.162 4.348 4.221  -0.449
C: 1.261 5.137 3.498  -0.595
C: -0.013 2.126 2.858  0.152
N: -0.902 1.538 2.011  -0.704
C: -1.980 2.364 1.900  0.249
C: -3.114 2.099 1.132  -0.272
C: -3.383 0.978 0.341  0.223
C: -4.611 0.730 -0.387  -0.025
C: -5.767 1.678 -0.462  -0.435
C: -5.510 2.793 -1.485  -0.593
C: -4.467 -0.481 -1.005  -0.042
C: -3.151 -0.973 -0.652  0.138
C: -2.597 -2.192 -1.047  -0.272
C: -1.351 -2.721 -0.703  0.211
N: -0.405 -2.078 0.044  -0.712
C: 0.615 -2.961 0.266  0.123
C: 1.703 -2.742 1.117  -0.236
C: 1.954 -1.642 1.938  0.228
N: 1.200 -0.509 1.971  -0.706
C: 1.721 0.310 2.924  0.153
C: 1.187 1.549 3.282  -0.221
C: 2.882 -0.324 3.523  0.055
C: 3.024 -1.538 2.914  -0.061
C: 4.026 -2.608 3.205  -0.438
C: 3.474 -3.678 4.156  -0.592
C: 3.701 0.253 4.633  -0.448
C: 3.070 0.021 6.013  -0.594
C: 0.333 -4.201 -0.427  0.059
C: -0.885 -4.052 -1.029  -0.079
C: -1.670 -5.075 -1.790  -0.431
C: -2.627 -5.841 -0.866  -0.595
C: 1.243 -5.388 -0.467  -0.450
C: 2.381 -5.192 -1.478  -0.596
N: -2.527 -0.067 0.149  -0.681
C: -5.475 -1.214 -1.836  -0.418
C: -6.286 -2.218 -1.006  -0.597
H: -4.479 5.194 4.072  0.214
H: -3.308 4.177 4.920  0.211
H: -4.358 3.466 3.697  0.206
H: -2.210 5.583 3.136  0.217
H: -3.253 4.856 1.929  0.211
H: 0.598 3.789 5.053  0.215
H: -0.556 5.050 4.648  0.217
H: 2.000 4.469 3.055  0.206
H: 1.767 5.804 4.196  0.215
H: 0.830 5.744 2.700  0.205
H: -3.891 2.852 1.163  0.222
H: -5.941 2.117 0.522  0.219
H: -6.671 1.131 -0.733  0.216
H: -4.593 3.335 -1.247  0.209
H: -6.339 3.502 -1.502  0.218
H: -5.398 2.373 -2.487  0.195
H: -3.241 -2.839 -1.633  0.216
H: 2.408 -3.560 1.207  0.222
H: 1.754 2.112 4.014  0.222
H: 4.919 -2.167 3.651  0.217
H: 4.340 -3.085 2.274  0.215
H: 3.200 -3.243 5.117  0.208
H: 4.219 -4.455 4.329  0.215
H: 2.582 -4.147 3.737  0.205
H: 3.832 1.326 4.472  0.212
H: 4.694 -0.198 4.622  0.216
H: 2.061 0.432 6.054  0.207
H: 3.669 0.503 6.786  0.215
H: 3.012 -1.044 6.236  0.207
H: -0.985 -5.775 -2.271  0.218
H: -2.245 -4.596 -2.587  0.200
H: -2.069 -6.331 -0.067  0.213
H: -3.184 -6.598 -1.418  0.215
H: -3.337 -5.156 -0.401  0.206
H: 0.675 -6.280 -0.733  0.216
H: 1.660 -5.561 0.528  0.217
H: 1.981 -5.099 -2.489  0.203
H: 3.065 -6.041 -1.454  0.217
H: 2.946 -4.284 -1.259  0.209
H: -4.971 -1.745 -2.649  0.194
H: -6.158 -0.494 -2.293  0.214
H: -5.630 -2.964 -0.556  0.208
H: -7.020 -2.729 -1.630  0.214
H: -6.812 -1.702 -0.204  0.214
O: -1.227 1.728 -2.561  -0.760
B: -0.478 1.533 -1.333  0.377
O: -0.431 2.796 -0.726  -0.704
C: -1.112 3.699 -1.496  0.287
C: -1.326 5.043 -1.280  -0.254
C: -2.060 5.727 -2.244  -0.205
C: -2.548 5.085 -3.376  -0.211
C: -2.325 3.727 -3.590  -0.252
C: -1.607 3.060 -2.623  0.200
H: -0.937 5.533 -0.397  0.237
H: -2.251 6.783 -2.109  0.227
H: -3.109 5.651 -4.107  0.226
H: -2.707 3.236 -4.476  0.209
C: 7.486 -0.247 -1.359  -1.079
Ge: 5.565 -0.681 -1.361  1.608
C: 5.202 -2.379 -0.441  -1.095
C: 4.838 -0.755 -3.188  -1.099
C: 4.627 0.703 -0.282  -1.007
Se: 2.686 0.701 -0.576  0.349
C: 2.748 1.927 -2.094  -0.769
H: 8.043 -1.048 -1.847  0.237
H: 7.859 -0.143 -0.340  0.234
H: 7.678 0.681 -1.896  0.234
H: 5.470 -3.235 -1.059  0.236
H: 4.135 -2.430 -0.210  0.230
H: 5.765 -2.435 0.491  0.231
H: 5.222 -1.639 -3.698  0.237
H: 5.130 0.122 -3.766  0.227
H: 3.749 -0.822 -3.151  0.248
H: 4.969 1.718 -0.474  0.236
H: 4.773 0.486 0.777  0.244
H: 3.398 1.526 -2.869  0.224
H: 3.113 2.892 -1.753  0.225
H: 1.738 2.034 -2.479  0.222
N: -1.862 0.001 -4.455  -0.706
C: -1.406 -1.421 -4.347  -0.242
C: 0.126 -1.536 -4.373  -0.238
N: 0.830 -1.265 -3.141  -0.825
H: -2.879 0.045 -4.496  0.427
H: -1.486 0.414 -5.305  0.419
H: -1.569 0.635 -3.631  0.483
H: -1.830 -1.967 -5.191  0.211
H: -1.798 -1.827 -3.417  0.239
H: 0.518 -0.873 -5.154  0.189
H: 0.366 -2.555 -4.678  0.221
H: 0.594 -1.925 -2.408  0.376
H: 0.690 -0.326 -2.783  0.373